No. 1
C18H11N2O5Sr | ωB97M-V/def2-TZVPD

The geometry in ORCA input format:
```
! RIJCOSX wB97M-V def2-TZVPD def2/J DEFGRID3
* xyz -1 1
Sr -0.30 0.06 -0.82
O -5.40 4.12 0.61
C -4.37 3.25 0.33
C -4.53 1.88 0.15
C -3.41 1.05 0.00
N -2.19 1.65 -0.17
C -1.97 2.97 -0.03
C -3.10 3.81 0.20
C -0.55 3.43 -0.40
O -0.31 4.65 -0.20
O 0.26 2.56 -0.89
C -3.48 -0.43 -0.28
O -4.58 -0.89 -0.01
O -2.40 -0.97 -0.57
H -6.29 3.73 0.62
H -5.52 1.41 0.00
H -2.90 4.89 0.17
C 4.34 1.21 -0.07
C 4.96 -0.06 0.19
C 4.27 -1.22 0.35
C 2.85 -1.12 0.02
N 2.25 0.05 -0.25
C 2.97 1.20 -0.23
C 2.00 -2.34 0.00
C 2.59 -3.61 0.09
C 1.75 -4.74 0.21
C 0.39 -4.68 0.14
C -0.21 -3.42 -0.15
C 0.64 -2.33 -0.28
H 4.83 2.22 0.09
H 6.08 -0.06 0.07
H 4.77 -2.04 0.83
H 2.31 2.10 -0.34
H 3.68 -3.74 0.00
H 2.13 -5.75 0.45
H -0.25 -5.51 0.33
H -1.31 -3.34 -0.14
*
```

Output
HOMO (eV): -4.05
E_tot (eV): -32901.4765
Kohn-Sham gap (Eh): 0.2421
LUMO level (eV): 2.54

Mulliken population analysis, charges in e, atoms 1 to 8: Sr 1.719; O -0.525; C 1.116; C -0.471; C 0.127; N -0.510; C 0.148; C -0.574

No. 2
C2H7NO | ωB97M-V/def2-TZVPD

The geometry in ORCA input format:
```
! RIJCOSX wB97M-V def2-TZVPD def2/J DEFGRID3
* xyz 1 2
N 0.31 2.66 3.01
H -0.13 3.40 2.48
H -0.09 1.73 2.93
H 1.31 2.62 3.06
O -0.62 -2.23 -1.30
C -0.38 -1.17 -0.82
C 0.50 -0.10 -1.45
H -1.04 -0.88 0.04
H 1.01 -0.60 -2.27
H 1.12 0.41 -0.72
H -0.25 0.59 -1.88
*
```

Output
<S²>: 0.757
HOMO (spin up / spin down) (eV): -12.60 / -12.45
E_tot (eV): -5714.3368
Kohn-Sham gap (spin up / spin down) (Eh): 0.2268 / 0.0793
LUMO level (spin up / spin down) (eV): -6.43 / -10.29

Mulliken population analysis, charges in e, atoms 1 to 8: N -0.578; H 0.218; H 0.175; H 0.220; O 0.008; C 0.314; C -0.732; H 0.372

No. 3
C4H8N2 | ωB97M-V/def2-TZVPD

The geometry in ORCA input format:
```
! RIJCOSX wB97M-V def2-TZVPD def2/J DEFGRID3
* xyz 0 1
C 2.91 -0.83 -0.60
C 2.08 0.19 -0.63
C -0.84 1.56 0.04
C -0.29 0.16 0.34
N -2.14 -1.02 0.87
N -0.76 -0.89 0.73
H 2.66 -1.80 -0.33
H 3.77 -0.90 -1.25
H -1.99 1.53 -0.21
H -0.24 1.83 -0.94
H -0.83 2.24 0.79
H -2.35 -2.08 0.65
H 0.74 0.31 0.15
H -2.73 -0.29 0.41
*
```

Output
HOMO (eV): -8.96
E_tot (eV): -7250.9577
Kohn-Sham gap (Eh): 0.3256
LUMO level (eV): -0.10

Mulliken population analysis, charges in e, atoms 1 to 8: C -0.805; C -0.221; C -0.961; C 0.675; N -0.469; N -0.362; H 0.317; H 0.295

No. 4
C33H22NO8PSW | ωB97M-V/def2-TZVPD

The geometry in ORCA input format:
```
! RIJCOSX wB97M-V def2-TZVPD def2/J DEFGRID3
* xyz 2 1
W -0.06 -0.97 -0.59
O 5.97 -0.01 0.27
C 4.68 -0.13 0.04
C 4.08 0.18 -1.19
C 2.73 -0.02 -1.30
N 2.00 -0.50 -0.30
C 2.56 -0.76 0.89
C 3.90 -0.60 1.12
C 1.53 -1.17 1.89
O 1.68 -1.32 3.05
O 0.30 -1.30 1.25
C 1.87 0.29 -2.50
O 2.25 0.81 -3.49
O 0.60 -0.10 -2.26
H 6.47 0.30 -0.50
H 4.63 0.57 -2.03
H 4.34 -0.81 2.08
O -1.98 -1.75 0.10
C -2.10 -0.65 -0.38
C -3.00 0.46 -0.26
C -4.39 0.37 -0.18
C -5.09 1.54 0.04
C -4.41 2.75 0.20
C -3.03 2.82 0.14
C -2.31 1.66 -0.13
P -0.50 1.57 -0.15
C 0.00 2.18 1.47
C -0.34 1.40 2.58
C -0.04 1.84 3.86
C 0.60 3.06 4.04
C 0.91 3.85 2.95
C 0.61 3.42 1.66
C 0.04 2.60 -1.50
C 1.26 3.28 -1.48
C 1.66 4.02 -2.58
C 0.85 4.09 -3.71
C -0.35 3.39 -3.75
C -0.75 2.64 -2.65
H -4.90 -0.58 -0.29
H -6.17 1.52 0.10
H -4.98 3.66 0.39
H -2.52 3.76 0.29
H -0.87 0.46 2.47
H -0.30 1.23 4.71
H 0.84 3.40 5.04
H 1.37 4.82 3.09
H 0.82 4.08 0.83
H 1.93 3.21 -0.63
H 2.61 4.55 -2.56
H 1.16 4.67 -4.56
H -0.97 3.42 -4.63
H -1.69 2.10 -2.70
O -1.63 -7.87 1.64
C -1.05 -6.68 1.86
O -0.64 -6.39 2.95
C -0.93 -5.72 0.71
C -1.84 -5.67 -0.35
C -1.74 -4.71 -1.34
C -0.67 -3.81 -1.29
S -0.49 -2.45 -2.38
C 0.27 -3.90 -0.26
C 0.13 -4.83 0.76
H -1.79 -8.02 0.70
H -2.68 -6.36 -0.38
H -2.47 -4.65 -2.13
H 1.20 -3.34 -0.35
H 0.82 -4.89 1.58
*
```

Output
HOMO (eV): -14.47
E_tot (eV): -74385.2995
Kohn-Sham gap (Eh): 0.2331
LUMO level (eV): -8.12

Mulliken population analysis, charges in e, atoms 1 to 8: W 1.668; O -0.485; C 0.810; C -0.506; C 0.109; N 0.328; C 0.661; C -0.815

No. 5
C25H26N4O9P2W | ωB97M-V/def2-TZVPD

The geometry in ORCA input format:
```
! RIJCOSX wB97M-V def2-TZVPD def2/J DEFGRID3
* xyz 0 3
W 2.41 1.18 -0.25
C 0.36 3.16 1.12
N 1.54 2.37 1.51
C 2.53 3.35 2.03
C 1.25 1.43 2.63
C 0.52 -0.61 1.21
C -0.34 -1.81 1.17
C -0.14 -2.84 0.33
C 0.98 -2.88 -0.57
C 1.87 -1.88 -0.60
C 1.68 -0.69 0.22
H -0.06 3.67 2.00
H -0.41 2.55 0.67
H 0.67 3.92 0.40
H 2.07 3.96 2.82
H 2.85 4.01 1.23
H 3.39 2.83 2.44
H 0.89 2.03 3.48
H 2.22 1.00 2.91
H -1.13 -1.87 1.91
H -0.80 -3.70 0.38
H 1.13 -3.75 -1.19
H 2.77 -1.91 -1.21
C -2.43 -5.56 -1.49
O -2.91 -4.95 -0.31
C -3.35 -3.67 -0.40
C -3.88 -3.12 0.77
C -4.34 -1.82 0.78
C -4.24 -1.04 -0.36
C -3.74 -1.58 -1.53
C -3.30 -2.90 -1.56
N -4.81 0.29 -0.31
N -4.18 1.28 -0.70
C -2.80 1.17 -1.09
C -2.45 1.72 -2.32
C -1.12 1.84 -2.72
C -0.12 1.36 -1.87
O 1.18 1.64 -1.94
C -0.53 0.64 -0.75
N 0.54 0.30 0.07
C 0.26 0.27 2.42
C -1.21 0.65 2.31
C -2.05 0.69 1.26
C -1.81 0.71 -0.20
H -2.14 -6.57 -1.22
H -1.55 -5.03 -1.88
H -3.20 -5.59 -2.26
H -3.93 -3.75 1.66
H -4.78 -1.40 1.68
H -3.69 -0.99 -2.43
H -2.92 -3.31 -2.48
H -3.23 2.12 -2.95
H -0.86 2.39 -3.62
H 0.36 -0.32 3.34
H -1.68 0.84 3.27
H -3.08 0.92 1.51
O 5.54 2.88 1.40
P 5.22 1.59 0.51
O 6.40 0.80 0.19
O 3.96 0.95 1.14
O 4.45 2.28 -0.80
P 4.42 1.47 -2.31
O 3.47 2.50 -3.06
O 5.72 1.26 -2.90
O 3.51 0.32 -1.82
H 6.48 3.08 1.36
H 2.56 2.14 -3.07
*
```

Output
<S²>: 2.013
HOMO (spin up / spin down) (eV): -7.55 / -8.16
E_tot (eV): -71141.4707
Kohn-Sham gap (spin up / spin down) (Eh): 0.2601 / 0.2793
LUMO level (spin up / spin down) (eV): -0.48 / -0.56

Mulliken population analysis, charges in e, atoms 1 to 8: W 1.370; C -1.211; N 0.843; C -1.418; C -1.757; C -0.193; C -1.675; C -0.456

No. 6
C5H25N3O5 | ωB97M-V/def2-TZVPD

The geometry in ORCA input format:
```
! RIJCOSX wB97M-V def2-TZVPD def2/J DEFGRID3
* xyz 0 1
C 1.98 -1.68 2.52
N 1.06 -2.01 1.39
C -0.49 -2.05 1.70
C -1.11 -0.78 2.45
N -1.97 -0.11 1.44
C 1.52 -1.45 0.15
C 1.24 0.04 0.00
N 1.87 0.83 -1.10
H 2.80 -2.36 2.48
H 1.49 -1.56 3.47
H 2.62 -0.92 2.31
H -1.08 -2.30 0.83
H -0.59 -3.00 2.39
H -1.76 -1.09 3.37
H -0.36 -0.03 2.78
H -1.66 0.83 1.16
H -3.02 -0.14 1.65
H 1.03 -2.00 -0.71
H 2.66 -1.55 0.08
H 0.10 0.16 -0.26
H 1.58 0.54 0.97
H 1.84 0.39 -2.04
H 2.81 0.67 -0.96
O 0.57 2.07 -4.49
H 0.90 1.98 -3.49
H -0.07 1.31 -4.54
O -1.12 0.48 -2.88
H -0.40 0.07 -2.44
H -1.93 0.05 -2.74
O -1.51 2.65 -1.41
H -1.31 2.98 -2.25
H -1.41 1.77 -1.61
O 0.14 3.22 1.04
H 0.03 3.04 0.04
H 0.06 4.18 1.08
O -2.00 -1.24 -1.11
H -1.80 -1.10 -0.20
H -2.73 -1.87 -1.07
*
```

Output
HOMO (eV): -8.11
E_tot (eV): -20295.6928
Kohn-Sham gap (Eh): 0.3145
LUMO level (eV): 0.45
SMILES: CN(CCN)CCN.O.O.O.O.O

Mulliken population analysis, charges in e, atoms 1 to 8: C -1.259; N 0.108; C -0.790; C -0.220; N -0.509; C -0.887; C 0.303; N -0.581

Sequential ΔE to the lowest compared entry with this formula, charge and spin output: 0.0 50.1 159.5 7.7 98.8 78.6 kcal/mol